# 1
This record from OMol25 describes 6 unconnected molecules or ions with the total composition C6H24O6. The level of theory is wB97M-V/def2-TZVPD.

Structure (ORCA input):
```
! RIJCOSX wB97M-V def2-TZVPD def2/J DEFGRID3
* xyz 0 1
C -0.250 0.690 -0.385
O 1.159 0.828 -0.470
H -0.697 0.968 -1.338
H -0.521 -0.323 -0.079
H -0.723 1.382 0.331
H 1.504 0.549 0.385
C -4.030 1.555 1.416
O -3.880 2.963 1.451
H -3.651 1.137 0.478
H -3.448 1.124 2.228
H -5.079 1.271 1.530
H -3.961 3.301 0.557
C 0.842 -2.844 -1.826
O 0.217 -4.004 -2.346
H 1.825 -2.679 -2.290
H 0.282 -1.928 -2.052
H 0.954 -2.950 -0.753
H -0.173 -3.788 -3.197
C 0.074 -2.060 3.896
O 0.498 -2.112 2.540
H 0.684 -2.709 4.533
H 0.106 -1.044 4.299
H -0.954 -2.415 3.941
H 1.216 -1.479 2.422
C 3.899 0.028 1.936
O 2.534 -0.142 2.312
H 4.556 -0.442 2.678
H 4.071 -0.444 0.974
H 4.187 1.080 1.914
H 2.187 0.694 2.635
C -0.360 2.173 -4.348
O -1.117 2.074 -5.554
H -0.103 1.173 -4.016
H 0.549 2.766 -4.482
H -0.943 2.655 -3.552
H -1.452 2.949 -5.768
*
```

- maximum force (hartree/bohr) = 0.01752
- HOMO level (eV) = -10.061
- relative energy (zero: lowest compared OMol25 entry of this formula, charge and spin) (eV) = 3.757
- structure (SMILES) = CO.CO.CO.CO.CO.CO
- energy (eV) = -18893.256
- LUMO energy (eV) = 0.351
- gap between HOMO and LUMO (eV) = 10.411

---

# 2
This record from OMol25 describes 6 unconnected molecules or ions with the total composition C6H24O6 in a non-equilibrium geometry. The level of theory is wB97M-V/def2-TZVPD.

Structure (ORCA input):
```
! RIJCOSX wB97M-V def2-TZVPD def2/J DEFGRID3
* xyz 0 1
C -5.285 1.385 -1.253
O -5.275 2.785 -1.515
H -5.979 1.106 -0.460
H -5.579 0.865 -2.165
H -4.275 1.141 -0.923
H -6.159 3.137 -1.386
C -0.088 -0.827 0.504
O 1.376 -0.575 0.365
H -0.437 -0.701 1.528
H -0.635 -0.137 -0.139
H -0.276 -1.831 0.123
H 1.601 0.345 0.203
C -5.392 -3.463 -2.384
O -4.266 -3.596 -1.534
H -5.960 -4.388 -2.484
H -6.130 -2.781 -1.962
H -5.095 -3.068 -3.356
H -3.653 -4.178 -1.989
C 5.048 -4.035 0.653
O 3.693 -4.186 1.053
H 5.219 -4.790 -0.115
H 5.181 -3.050 0.206
H 5.710 -4.022 1.519
H 3.345 -3.299 0.942
C 3.632 3.070 3.997
O 4.197 2.988 5.339
H 3.052 2.154 3.887
H 3.062 3.978 3.800
H 4.400 3.027 3.224
H 3.899 2.149 5.698
C 1.540 3.435 -2.095
O 2.380 3.104 -0.989
H 1.199 4.460 -1.953
H 2.084 3.388 -3.039
H 0.742 2.704 -2.224
H 3.125 3.703 -1.077
*
```

- maximum force (hartree/bohr) = 0.03860
- HOMO level (eV) = -10.169
- relative energy (zero: lowest compared OMol25 entry of this formula, charge and spin) (eV) = 4.492
- structure (SMILES) = CO.CO.CO.CO.CO.CO
- energy (eV) = -18892.521
- LUMO energy (eV) = 0.516
- gap between HOMO and LUMO (eV) = 10.685